Entry from the OMol25 dataset: an isolated molecule of C5H12SSi (ωB97M-V/def2-TZVPD).

The calculation puts the frontier orbital gap (spin up / spin down) at 0.1600 / 0.1641 Eh. The total energy is -885.223082 Ha. The largest force on an atom comes out at 3.04 eV Å⁻¹. As for the HOMO energy (spin up / spin down): -7.0 / -7.0 eV.

Geometry as ORCA input:
```
! wB97M-V def2-TZVPD RIJCOSX def2/J DEFGRID3
* xyz 0 1
S 1.69372 -1.61813 1.99894
Si -0.10424 0.37638 0.24457
C 1.61874 -0.22597 0.78887
C -0.85307 -1.14153 -0.43710
C -0.97398 0.94085 1.87296
C -0.41788 -1.73523 -1.75947
C 0.18114 1.86348 -0.86429
H -1.73856 -1.75439 -0.13385
H -1.15417 0.14289 2.53197
H -0.38163 -2.87220 -1.57183
H 0.65708 -1.37526 -2.02574
H -0.78359 2.43471 -0.93340
H -1.17109 -1.69549 -2.57329
H 0.48858 1.40722 -1.86797
H -0.49315 1.81790 2.41853
H 2.18134 -0.72867 -0.03648
H 0.97851 2.47256 -0.50992
H 2.26410 0.53537 1.09766
H -1.99185 1.15551 1.75984
*
```

Entry from the OMol25 dataset: a cluster of 2 separate species, C5H13B2F5NO2 in total (ωB97M-V/def2-TZVPD).

The calculation puts the frontier orbital gap at 0.2873 Eh. The total energy is -952.690078 Ha. The largest force on an atom comes out at 2.81 eV Å⁻¹. As for the HOMO energy: -4.4 eV.

Geometry as ORCA input:
```
! wB97M-V def2-TZVPD RIJCOSX def2/J DEFGRID3
* xyz -1 1
F 3.54326 -0.05697 2.35997
F 3.39811 0.42099 0.25293
F 1.25535 1.65263 2.67109
F 1.72517 2.32670 0.73841
F 3.15754 2.40239 2.28734
O 0.79752 -0.81257 -1.35364
O -1.54443 0.20257 -2.90572
N -1.05229 -0.33490 0.13750
C 2.64844 0.27346 1.37707
C -2.26420 -0.85537 -3.49910
C 2.17605 1.67364 1.77034
C -1.65850 -0.93590 1.31008
C -1.25458 1.09940 0.09914
B 0.39640 -0.65353 0.00631
B 1.51125 -0.87922 1.26461
H 1.60929 -0.29208 -1.46076
H -2.67806 -1.51975 -2.73200
H 2.11639 -1.90753 1.00965
H -1.30534 -1.95154 1.42150
H -1.39952 -0.41170 2.23235
H -2.25512 1.35447 -0.23243
H -1.02814 1.59595 1.04656
H -0.58154 1.52247 -0.63723
H -0.81750 -0.20049 -2.39602
H -3.08560 -0.42833 -4.07530
H 1.00656 -1.00411 2.36048
H -1.62611 -1.43779 -4.17396
H -2.73620 -1.00434 1.19945
*
```

Entry from the OMol25 dataset: a structure of composition C5H13BrN2O6P2Pd (ωB97M-V/def2-TZVPD).

The calculation puts the frontier orbital gap at 0.1789 Eh. The total energy is -4144.118866 Ha. The largest force on an atom comes out at 0.47 eV Å⁻¹. As for the HOMO energy: 0.1 eV.

Geometry as ORCA input:
```
! wB97M-V def2-TZVPD RIJCOSX def2/J DEFGRID3
* xyz -2 1
Pd 2.20603 0.66798 -0.97404
Br 5.03469 0.40919 -1.31839
P -0.68243 1.70421 -2.11138
P 0.05854 -1.25722 -0.89670
O -1.19942 -2.38873 -0.60186
O 0.66408 -1.73877 -2.17011
O 0.71579 -1.09643 0.43041
O -0.00780 2.53460 -0.92918
O -2.05463 2.25912 -2.39134
O 0.21998 1.39675 -3.24982
N 2.47168 1.90423 1.64737
N -1.85062 -0.54980 -2.51557
C 2.01192 -0.31688 2.94113
C -2.16345 0.29978 -0.18537
C -1.15248 0.07256 -1.30199
C 2.25891 0.92121 2.20197
C 0.60750 -0.36456 3.54184
H 0.47426 -1.29553 4.09735
H -2.41220 0.19420 -2.94958
H -0.12178 -0.34258 2.73304
H 0.43436 0.47197 4.22131
H -2.38387 -1.37057 -2.23426
H -1.61771 0.69172 0.67411
H -2.89531 1.04809 -0.49012
H 0.97601 2.33020 -0.85220
H -1.07475 -0.84446 -3.12336
H -2.64827 -0.63179 0.11258
H 2.77618 -0.40178 3.71718
H 2.13057 -1.12902 2.22490
H -0.77578 -3.17769 -0.24793
*
```

Entry from the OMol25 dataset: an isolated molecule of C5H13Cl3N2Si (ωB97M-V/def2-TZVPD).

Its SMILES is NCCNCCC[Si](Cl)(Cl)Cl. The calculation puts the frontier orbital gap at 0.3417 Eh. The total energy is -1978.041000 Ha. The largest force on an atom comes out at 1.81 eV Å⁻¹. As for the HOMO energy: -8.8 eV.

Geometry as ORCA input:
```
! wB97M-V def2-TZVPD RIJCOSX def2/J DEFGRID3
* xyz 0 1
Cl -1.69651 2.33298 -1.91295
Cl -0.18673 2.71852 1.07114
Cl -3.44653 3.40138 0.91952
Si -1.96211 2.12964 0.13996
N 0.13444 -0.60048 0.77800
N 3.50387 -0.77711 -0.81395
C 2.34697 -0.02678 -0.28156
C 1.58152 -0.87880 0.73193
C -0.60098 -0.96463 -0.44860
C -2.10424 -0.80283 -0.38229
C -2.47961 0.36996 0.48518
H 2.66159 0.95677 0.13124
H -2.53470 -0.76879 -1.35821
H 1.71368 0.22158 -1.13349
H -0.37448 -1.99672 -0.67597
H 1.64943 -1.92259 0.42578
H -0.19809 -0.33250 -1.27948
H 4.16821 -0.12341 -1.17262
H -2.54420 -1.72236 0.07130
H 2.05197 -0.82854 1.72048
H 0.04446 0.40697 1.00124
H 3.97140 -1.31787 -0.10076
H -3.56758 0.39546 0.59922
H -2.13180 0.13017 1.48487
*
```

Entry from the OMol25 dataset: a structure of composition C5H13ClN2P (ωB97M-V/def2-TZVPD).

The calculation puts the frontier orbital gap at 0.3521 Eh. The total energy is -1109.123506 Ha. The largest force on an atom comes out at 3.19 eV Å⁻¹. As for the HOMO energy: -13.5 eV.

Geometry as ORCA input:
```
! wB97M-V def2-TZVPD RIJCOSX def2/J DEFGRID3
* xyz 1 1
Cl 1.18749 -2.29841 -0.90810
P 0.60261 -0.53932 -0.31787
N -0.07462 -0.61649 1.17222
N -0.81102 -0.14032 -1.06834
C 2.47720 0.87719 -0.56588
C 0.61162 -0.97077 2.39566
C -0.94019 0.10486 -2.49006
C -1.34147 0.10802 1.25336
C -1.64486 0.63692 -0.15565
H 3.28000 0.29692 -0.14276
H -0.32518 -0.61123 -3.02950
H 2.21106 1.75929 -0.00824
H -1.97972 -0.04310 -2.77484
H -2.11434 -0.58932 1.59138
H 0.71317 -0.11303 3.06782
H 0.05044 -1.75272 2.91467
H -1.27715 0.92473 1.97878
H 2.54264 1.01500 -1.63234
H -1.43359 1.70965 -0.23386
H 1.60363 -1.35409 2.15148
H -0.64603 1.11815 -2.77465
H -2.69168 0.47807 -0.42330
*
```

Entry from the OMol25 dataset: a cluster of 2 separate species, C5H13ClP in total (ωB97M-V/def2-TZVPD).

The calculation puts the frontier orbital gap at 0.3673 Eh. The total energy is -999.528627 Ha. The largest force on an atom comes out at 8.10 eV Å⁻¹. As for the HOMO energy: -13.3 eV.

Geometry as ORCA input:
```
! wB97M-V def2-TZVPD RIJCOSX def2/J DEFGRID3
* xyz 1 1
Cl -0.70455 -0.53733 -2.38916
P 0.52427 -0.59182 -1.03590
C 2.21256 -0.79633 -1.59968
C -2.72724 1.91792 1.82052
C 0.62580 -1.93821 0.28414
C -2.49903 0.97344 0.93303
C 0.73845 1.12623 -0.11542
H -2.52177 2.97095 1.60179
H 0.70226 1.89068 -0.82490
H 0.13874 -2.95650 0.28098
H 1.64674 -2.28740 0.33642
H 2.83278 -1.32038 -0.91481
H -3.22507 1.71437 2.78952
H 0.37891 -1.47376 1.24589
H 1.69933 1.05349 0.37726
H -2.79322 -0.05450 1.10777
H 2.73701 -0.07691 -2.18390
H 2.18932 -1.64248 -2.44561
H 0.12131 1.00987 0.75271
H -2.07658 1.01866 -0.02067
*
```

Entry from the OMol25 dataset: a cluster of 3 separate species, C5H13F3O10PS3 in total (ωB97M-V/def2-TZVPD).

The calculation puts the frontier orbital gap at 0.2717 Eh. The total energy is -2786.152138 Ha. The largest force on an atom comes out at 1.43 eV Å⁻¹. As for the HOMO energy: -5.0 eV.

Geometry as ORCA input:
```
! wB97M-V def2-TZVPD RIJCOSX def2/J DEFGRID3
* xyz -1 1
S 2.89928 1.99160 5.22291
S -1.71466 0.12682 2.15745
S -0.02134 -1.39232 -4.20935
P -1.98020 -1.03340 -5.58122
F 1.85486 -1.03478 -6.05422
F 1.23715 0.81530 -5.10728
F 2.54800 -0.56383 -4.05229
O 2.33759 0.98169 4.13394
O 0.41368 -2.78572 -4.29482
O 1.71166 1.83025 6.27426
O -1.31605 -0.79853 3.16931
O -2.60695 1.18014 2.48872
O -2.24128 -0.69680 0.92280
O -0.16050 -0.85814 -2.84720
O 4.08146 1.47483 5.81500
O -0.42772 0.74971 1.47740
O 2.88772 3.29977 4.67303
C 0.58391 1.19236 5.64495
C 1.49105 -0.49022 -4.88388
C 1.21480 0.24003 4.65350
C -1.49879 -0.33904 -0.27653
C -0.13376 0.04122 0.24120
H -2.00315 0.49813 -0.75653
H -2.61812 -0.59769 -4.34264
H 0.47316 -0.83322 0.47417
H -1.50849 0.33345 -5.79644
H -0.02246 1.95146 5.14836
H -0.00468 0.68819 6.40509
H 0.40698 0.69584 -0.43265
H -1.46204 -1.18047 -0.95868
H -3.17384 -0.89156 -6.37356
H -2.23913 -2.42690 -5.24831
H 0.53222 -0.02941 3.85454
H -1.13108 -1.47850 -6.68325
H 1.59073 -0.66028 5.14219
*
```

Entry from the OMol25 dataset: a structure of composition C5H13FHfIn (ωB97M-V/def2-TZVPD).

The calculation puts the frontier orbital gap at 0.1510 Eh. The total energy is -534.640776 Ha. The largest force on an atom comes out at 2.27 eV Å⁻¹. As for the HOMO energy: -21.2 eV.

Geometry as ORCA input:
```
! wB97M-V def2-TZVPD RIJCOSX def2/J DEFGRID3
* xyz 3 1
Hf -0.10538 -3.00739 -1.69055
In -0.02028 1.35750 2.12183
F -1.29333 0.39568 3.23931
C 0.43463 -1.17473 0.18072
C -1.64612 -0.10933 -0.83049
C 0.66327 0.84486 -1.47081
C 1.25184 -0.33702 1.17191
C -0.13857 -0.38284 -1.06504
H 0.72589 1.57214 -0.65802
H 1.66832 0.55288 -1.77298
H -2.20106 -1.04016 -1.03020
H -1.97468 0.64130 -1.54328
H -1.84341 0.16151 0.20700
H 1.10662 2.48326 2.98272
H -0.12306 -1.09963 -1.98104
H 1.48793 -0.98337 2.01766
H -0.43457 -1.57157 0.73146
H 1.12514 -2.03811 -0.11952
H 2.19992 0.03965 0.79287
H -1.05234 2.39173 1.03938
H 0.16925 1.30362 -2.32291
*
```

Entry from the OMol25 dataset: an isolated molecule of C5H13FNO2P (ωB97M-V/def2-TZVPD).

Its SMILES is C[C@@H]([C@@H](F)CN)[P@](C)(=O)O. The calculation puts the frontier orbital gap at 0.3958 Eh. The total energy is -844.787307 Ha. The largest force on an atom comes out at 5.39 eV Å⁻¹. As for the HOMO energy: -9.9 eV.

Geometry as ORCA input:
```
! wB97M-V def2-TZVPD RIJCOSX def2/J DEFGRID3
* xyz 0 1
P 1.25315 -0.41716 -0.00341
F -2.29865 0.96987 1.25175
O 1.13197 -0.81331 -1.40709
O 1.09701 -1.58178 1.10858
N -1.88177 -2.22666 0.09358
C 2.76631 0.47888 0.44001
C -0.05304 1.89897 -0.33086
C -0.02059 0.75981 0.58118
C -1.48684 0.00744 0.83876
C -2.14689 -0.85991 -0.19711
H 3.57485 0.22760 -0.22049
H 0.21586 1.00291 1.60711
H -3.25899 -0.53315 -0.35120
H 2.61258 1.61665 0.49779
H -1.78865 -0.65402 -1.29132
H 0.43135 -2.15212 0.69387
H -2.18235 -2.81419 -0.69849
H 0.41793 2.87290 -0.02253
H -1.29655 -0.84796 1.71771
H 0.38529 1.79292 -1.36824
H -2.60302 -2.36297 0.80150
H -1.06043 2.17209 -0.60970
H 3.14839 0.07257 1.45796
*
```

Entry from the OMol25 dataset: a cluster of 2 separate species, C5H13IN in total (ωB97M-V/def2-TZVPD).

The calculation puts the frontier orbital gap at 0.3360 Eh. The total energy is -550.368539 Ha. The largest force on an atom comes out at 5.90 eV Å⁻¹. As for the HOMO energy: -12.5 eV.

Geometry as ORCA input:
```
! wB97M-V def2-TZVPD RIJCOSX def2/J DEFGRID3
* xyz 1 1
I 3.66109 0.06078 0.06110
N -0.91849 -0.80020 -0.37876
C 1.95904 -1.18287 -0.15340
C 0.50601 1.08461 -1.06744
C 0.23949 0.60616 1.45170
C 0.20566 0.14214 -0.00378
C -2.29994 -0.27771 -0.09038
H 1.57423 1.25031 -1.09872
H 0.17265 0.88095 -1.99850
H 1.69044 -1.70723 0.73908
H -0.91789 -1.66778 0.00677
H -0.46550 0.29571 2.16271
H 0.07363 1.70137 1.54294
H -2.91328 -1.04103 -0.52967
H -2.65797 -0.24212 1.02805
H -2.31486 0.65303 -0.42762
H 0.23905 2.17424 -0.68458
H 1.73497 -1.40028 -1.20099
H -0.72295 -1.00970 -1.33813
H 1.15461 0.47960 1.97963
*
```

Entry from the OMol25 dataset: a structure of composition C5H13LaO2 (ωB97M-V/def2-TZVPD).

The calculation puts the frontier orbital gap at 0.3288 Eh. The total energy is -379.692562 Ha. The largest force on an atom comes out at 2.43 eV Å⁻¹. As for the HOMO energy: -17.1 eV.

Geometry as ORCA input:
```
! wB97M-V def2-TZVPD RIJCOSX def2/J DEFGRID3
* xyz 2 1
La -0.27717 1.57034 -0.29706
O -1.61917 -0.27964 -0.34719
O 1.30880 -0.03225 -0.53166
C -1.31923 -1.64612 -0.02897
C -0.09280 -1.73030 0.85357
C 1.23744 -1.33202 0.25350
C 2.56164 0.30705 -1.10612
C -2.87752 -0.10585 -0.99865
H -2.88688 -0.66397 -1.94432
H -3.68128 -0.45593 -0.33797
H 1.49506 -2.08947 -0.50440
H 3.39131 0.17153 -0.39900
H -3.00794 0.96402 -1.19608
H 0.45895 1.35682 1.61041
H -0.00446 -2.78170 1.15921
H -0.25843 -1.16090 1.78162
H 2.67096 -0.35709 -1.97522
H -1.18269 -2.20613 -0.96667
H 2.50695 1.34374 -1.45944
H 2.10142 -1.27085 0.92941
H -2.18700 -2.05960 0.50455
*
```

Entry from the OMol25 dataset: a structure of composition C5H13N (ωB97M-V/def2-TZVPD).

The calculation puts the frontier orbital gap at 0.1826 Eh. The total energy is -252.794608 Ha. The largest force on an atom comes out at 3.09 eV Å⁻¹. As for the HOMO energy: -6.3 eV.

Geometry as ORCA input:
```
! wB97M-V def2-TZVPD RIJCOSX def2/J DEFGRID3
* xyz 0 1
N 0.97286 1.96386 -0.82474
C -1.05583 0.81384 1.19288
C -1.17994 -1.05569 -0.67928
C 1.30338 -0.70932 -0.98652
C 0.13447 -1.33716 -0.30866
C -0.32733 -0.59974 1.06131
H 0.91098 2.58698 -0.02051
H 1.33420 -0.92621 -2.02650
H -1.39293 -0.42659 -1.54137
H 1.06194 0.52683 -0.82842
H 0.63867 -0.31262 1.54366
H -0.65473 1.53690 0.48501
H 2.08972 -0.79757 -0.30234
H -0.89794 1.16149 2.21019
H -2.14380 0.65153 1.13488
H 1.65486 2.28017 -1.48933
H -0.84991 -1.24556 1.75127
H -1.94297 -1.73062 -0.27976
H 0.34430 -2.38050 -0.09178
*
```

- Among the records above, which one has the lowest largest force on an atom?
  C5H13BrN2O6P2Pd

Copy entry 12 word for word.
Entry from the OMol25 dataset: a structure of composition C5H13N (ωB97M-V/def2-TZVPD).

The calculation puts the frontier orbital gap at 0.1826 Eh. The total energy is -252.794608 Ha. The largest force on an atom comes out at 3.09 eV Å⁻¹. As for the HOMO energy: -6.3 eV.

Geometry as ORCA input:
```
! wB97M-V def2-TZVPD RIJCOSX def2/J DEFGRID3
* xyz 0 1
N 0.97286 1.96386 -0.82474
C -1.05583 0.81384 1.19288
C -1.17994 -1.05569 -0.67928
C 1.30338 -0.70932 -0.98652
C 0.13447 -1.33716 -0.30866
C -0.32733 -0.59974 1.06131
H 0.91098 2.58698 -0.02051
H 1.33420 -0.92621 -2.02650
H -1.39293 -0.42659 -1.54137
H 1.06194 0.52683 -0.82842
H 0.63867 -0.31262 1.54366
H -0.65473 1.53690 0.48501
H 2.08972 -0.79757 -0.30234
H -0.89794 1.16149 2.21019
H -2.14380 0.65153 1.13488
H 1.65486 2.28017 -1.48933
H -0.84991 -1.24556 1.75127
H -1.94297 -1.73062 -0.27976
H 0.34430 -2.38050 -0.09178
*
```

- Look up the largest force on an atom of the seventh one.
  1.43 eV Å⁻¹